1.
Computed, not measured: a 5-piece molecular cluster, C38H68F4IN5O11S overall, with ωB97M-V/def2-TZVPD.

**Structure (SMILES)**: CC(=O)OCCC[C@H](O[C@H](Cc1cccc(C)c1)C(F)(F)C(F)F)[C@@H](CCCCO)N(I)CCCCS(=O)(=O)O.CN(C)C=O.CN(C)C=O.CN(C)C=O.CN(C)C=O
**HOMO**: -8.52 eV
**2S+1**: 1
**E_tot**: -3685.35773 Ha

Cartesian coordinates (Å):
C1 -0.097 2.418 2.703
C2 -0.432 1.009 2.126
O1 -1.341 0.311 2.483
O2 0.430 0.506 1.145
C3 0.033 0.962 -0.189
C4 1.369 1.107 -1.030
C5 1.743 -0.183 -1.822
C6 0.922 -0.413 -3.183
O3 0.641 0.894 -3.691
C7 0.915 1.063 -5.073
C8 2.437 0.956 -5.490
C9 3.445 1.322 -4.369
C10 4.551 0.375 -4.114
C11 5.576 0.598 -3.124
C12 5.534 1.804 -2.272
C13 4.451 2.739 -2.524
C14 4.361 4.034 -1.650
C15 3.432 2.523 -3.565
C16 0.197 2.370 -5.579
F1 1.023 3.242 -6.265
F2 -0.799 1.999 -6.496
C17 -0.537 3.221 -4.485
F3 -1.627 2.610 -3.901
F4 0.287 3.689 -3.475
C18 -0.404 -1.276 -2.856
C19 -1.739 -0.442 -2.940
C20 -2.433 -0.357 -4.335
C21 -3.819 0.418 -4.355
C22 -4.383 0.810 -2.944
O4 -5.507 1.695 -3.139
N1 -0.440 -2.610 -3.457
I1 -0.089 -2.759 -5.449
C23 0.202 -3.653 -2.624
C24 -0.906 -4.138 -1.560
C25 -0.427 -4.065 -0.053
C26 -0.945 -2.826 0.769
S1 -2.767 -2.760 0.978
O5 -3.500 -3.712 0.158
O6 -3.098 -2.975 2.389
O7 -3.263 -1.205 0.661
H1 -0.206 3.158 1.871
H2 0.950 2.453 3.109
H3 -0.848 2.640 3.506
H4 -0.643 0.167 -0.586
H5 -0.497 1.954 -0.098
H6 1.405 2.062 -1.614
H7 2.168 1.236 -0.242
H8 1.690 -1.086 -1.150
H9 2.834 -0.095 -2.096
H10 1.655 -1.002 -3.807
H11 0.400 0.211 -5.611
H12 2.608 -0.136 -5.719
H13 2.699 1.500 -6.430
H14 4.587 -0.548 -4.749
H15 6.394 -0.143 -3.008
H16 6.329 1.943 -1.511
H17 5.005 3.962 -0.731
H18 4.534 4.977 -2.221
H19 3.303 4.061 -1.253
H20 2.653 3.299 -3.722
H21 -0.940 4.134 -5.011
H22 -0.292 -1.482 -1.751
H23 -1.533 0.554 -2.459
H24 -2.468 -0.950 -2.238
H25 -2.649 -1.395 -4.716
H26 -1.701 0.101 -5.058
H27 -4.566 -0.217 -4.909
H28 -3.692 1.353 -4.959
H29 -3.627 1.380 -2.341
H30 -4.792 -0.081 -2.390
H31 -5.477 2.046 -4.042
H32 0.569 -4.531 -3.216
H33 1.029 -3.207 -1.993
H34 -1.326 -5.143 -1.818
H35 -1.774 -3.424 -1.649
H36 0.682 -4.117 0.079
H37 -0.846 -4.978 0.459
H38 -0.517 -2.923 1.806
H39 -0.609 -1.827 0.395
H40 -2.444 -0.689 0.501
C27 -6.681 0.393 4.526
N2 -5.407 1.010 4.217
C28 -4.236 0.166 4.055
C29 -5.273 2.348 4.074
O8 -4.233 2.926 3.815
H41 -6.597 -0.151 5.469
H42 -6.946 -0.303 3.727
H43 -7.464 1.146 4.617
H44 -3.479 0.459 4.786
H45 -3.826 0.307 3.055
H46 -4.497 -0.882 4.199
H47 -6.220 2.895 4.216
C30 -1.377 -3.452 7.425
N3 -0.601 -3.205 6.228
C31 -1.280 -2.752 5.027
C32 0.741 -3.385 6.195
O9 1.451 -3.196 5.220
H48 -2.122 -4.224 7.218
H49 -1.883 -2.529 7.722
H50 -0.735 -3.785 8.241
H51 -1.108 -3.471 4.224
H52 -0.870 -1.786 4.725
H53 -2.349 -2.655 5.205
H54 1.155 -3.728 7.156
C33 0.863 8.489 -5.196
N4 1.641 7.907 -4.122
C34 0.950 7.279 -3.010
C35 2.996 7.928 -4.120
O10 3.702 7.457 -3.250
H55 0.219 9.273 -4.790
H56 0.245 7.713 -5.655
H57 1.513 8.921 -5.956
H58 1.229 7.784 -2.083
H59 1.257 6.233 -2.945
H60 -0.128 7.337 -3.149
H61 3.421 8.427 -5.007
C36 4.077 -7.954 8.718
N5 3.484 -6.715 8.259
C37 3.784 -6.243 6.917
C38 2.659 -5.981 9.039
O11 2.133 -4.935 8.708
H62 5.165 -7.863 8.692
H63 3.764 -8.768 8.060
H64 3.763 -8.180 9.737
H65 4.249 -5.257 6.977
H66 2.857 -6.155 6.349
H67 4.458 -6.934 6.414
H68 2.495 -6.425 10.035

Atom charges from the Löwdin analysis, given in e for atoms 1 to 5: atom 1 (C): 0.03, atom 2 (C): -0.47, atom 3 (O): 0.12, atom 4 (O): -0.08, atom 5 (C): -0.14



2.
Computed, not measured: a 3-piece molecular cluster, C38H68F7N9O4P2S overall, with ωB97M-V/def2-TZVPD.

**Structure (SMILES)**: [H]/N=C/C[C@@]1(CCCCSc2nnco2)O[C@@H](CCC(F)(F)F)[C@H](CCCc2ccccc2)[C@@H]1C(F)(F)C(F)F.CN(C)P(=O)(N(C)C)N(C)C.CN(C)P(=O)(N(C)C)N(C)C
**HOMO**: -7.85 eV
**2S+1**: 1
**E_tot**: -4062.16012 Ha

Cartesian coordinates (Å):
H1 4.010 0.354 9.128
N1 4.251 0.609 8.159
C1 3.660 -0.239 7.411
C2 3.728 -0.201 5.836
C3 2.200 -0.099 5.346
C4 1.469 -1.453 5.671
C5 2.119 -2.740 5.024
C6 3.087 -3.543 5.969
C7 2.380 -4.241 7.189
S1 1.280 -5.607 6.561
C8 -0.363 -5.039 7.060
N2 -0.880 -4.012 6.362
N3 -2.107 -3.767 6.897
C9 -2.276 -4.632 7.909
O1 -1.192 -5.496 8.054
O2 1.714 0.953 6.236
C10 1.012 2.042 5.583
C11 1.569 3.512 5.762
C12 3.139 3.662 5.737
C13 3.771 3.927 7.160
F1 4.062 5.279 7.297
F2 5.010 3.309 7.165
F3 2.999 3.492 8.190
C14 0.696 1.551 4.090
C15 -0.751 0.945 4.204
C16 -1.825 2.134 4.284
C17 -2.626 2.140 5.643
C18 -3.891 1.191 5.620
C19 -4.302 0.667 6.933
C20 -5.420 -0.248 7.080
C21 -6.142 -0.659 5.874
C22 -5.750 -0.113 4.591
C23 -4.617 0.819 4.416
C24 1.946 0.595 3.946
C25 2.154 -0.214 2.633
F4 2.109 0.734 1.588
F5 3.429 -0.764 2.560
C26 1.039 -1.298 2.319
F6 1.655 -2.467 1.847
F7 0.289 -0.841 1.238
H2 3.027 -1.023 7.919
H3 4.253 -1.087 5.409
H4 4.212 0.776 5.581
H5 0.422 -1.377 5.261
H6 1.338 -1.646 6.769
H7 2.670 -2.553 4.067
H8 1.266 -3.433 4.767
H9 3.528 -4.373 5.340
H10 3.960 -2.962 6.360
H11 1.805 -3.533 7.834
H12 3.192 -4.730 7.798
H13 -3.188 -4.694 8.546
H14 0.076 2.072 6.213
H15 1.089 3.981 6.661
H16 1.175 4.099 4.881
H17 3.369 4.596 5.150
H18 3.677 2.830 5.227
H19 0.798 2.336 3.305
H20 -1.007 0.393 3.252
H21 -0.890 0.221 5.045
H22 -2.497 2.060 3.387
H23 -1.250 3.104 4.203
H24 -1.999 1.747 6.496
H25 -2.915 3.185 5.954
H26 -3.746 0.960 7.858
H27 -5.680 -0.599 8.100
H28 -6.986 -1.385 5.963
H29 -6.303 -0.405 3.668
H30 -4.334 1.216 3.419
H31 2.804 1.334 3.917
H32 0.403 -1.590 3.185
C27 1.483 0.949 -1.375
N4 1.595 -0.171 -2.298
C28 1.979 -1.364 -1.538
P1 2.174 -0.132 -3.928
O3 1.383 -1.364 -4.363
N5 1.195 0.955 -4.862
C29 0.152 1.770 -4.268
C30 0.724 0.443 -6.149
N6 3.239 1.227 -3.530
C31 3.590 2.168 -4.614
C32 4.533 0.715 -3.017
H33 2.456 1.272 -0.982
H34 0.866 0.676 -0.517
H35 0.990 1.813 -1.809
H36 2.972 -1.253 -1.085
H37 2.003 -2.252 -2.172
H38 1.260 -1.567 -0.746
H39 -0.569 1.171 -3.699
H40 -0.398 2.329 -5.030
H41 0.584 2.542 -3.628
H42 -0.157 -0.196 -6.032
H43 1.507 -0.135 -6.644
H44 0.468 1.265 -6.824
H45 3.941 1.645 -5.508
H46 4.377 2.855 -4.286
H47 2.752 2.806 -4.885
H48 5.074 0.154 -3.785
H49 4.387 0.052 -2.162
H50 5.166 1.533 -2.668
C33 -4.097 -1.566 -11.592
N7 -4.250 -0.266 -10.962
C34 -4.961 0.615 -11.891
P2 -3.124 0.535 -9.916
O4 -4.194 1.364 -9.210
N8 -2.823 -0.457 -8.526
C35 -3.365 -1.797 -8.394
C36 -2.901 0.219 -7.231
N9 -1.773 -0.268 -10.735
C37 -0.540 -0.508 -9.957
C38 -1.350 0.536 -11.908
H51 -3.389 -1.552 -12.431
H52 -5.059 -1.907 -11.986
H53 -3.786 -2.343 -10.901
H54 -4.382 0.793 -12.805
H55 -5.173 1.586 -11.440
H56 -5.926 0.185 -12.171
H57 -4.454 -1.817 -8.515
H58 -3.124 -2.227 -7.419
H59 -2.896 -2.474 -9.111
H60 -3.936 0.323 -6.887
H61 -2.454 1.213 -7.289
H62 -2.340 -0.333 -6.473
H63 -0.204 0.395 -9.440
H64 0.267 -0.850 -10.611
H65 -0.669 -1.304 -9.227
H66 -0.951 1.508 -11.603
H67 -2.185 0.718 -12.588
H68 -0.589 0.010 -12.488

Atom charges from the Löwdin analysis, given in e for atoms 1 to 5: atom 1 (H): 0.06, atom 2 (N): 0.10, atom 3 (C): -0.22, atom 4 (C): -0.05, atom 5 (C): -0.34



no.,largest force on an atom (eV/Å),LUMO (eV)
1,4.0,-0.12
2,8.3,-0.45